No. 1
{
  "formula": "C32H39N5STi",
  "method": "the ωB97M-V functional and the def2-TZVPD basis",
  "fmax_ev_per_a": 7.99,
  "homo_lumo_gap_ha": [0.122, 0.111],
  "energy_ev": -75209.0427,
  "lumo_energy_ev": [2.186, 2.179],
  "charge": -1,
  "spin_multiplicity": 2,
  "species": ["Ti", "S", "N", "N", "N", "N", "N", "C", "C", "C", "C", "C", "C", "C", "C", "C", "C", "C", "C", "C", "C", "C", "C", "C", "C", "C", "C", "C", "C", "C", "C", "C", "C", "C", "C", "C", "C", "C", "C", "H", "H", "H", "H", "H", "H", "H", "H", "H", "H", "H", "H", "H", "H", "H", "H", "H", "H", "H", "H", "H", "H", "H", "H", "H", "H", "H", "H", "H", "H", "H", "H", "H", "H", "H", "H", "H", "H", "H"],
  "positions_angstrom": [[0.4905, -0.6367, 0.3770], [-1.7476, -0.6578, 1.0575], [0.0616, -1.0717, -3.3466], [-3.4159, 1.3505, 2.0234], [-2.9273, -0.1416, 3.5300], [1.0930, -3.1743, 4.2076], [-0.0765, -2.3693, -1.6126], [2.2841, -0.4408, -4.8546], [0.8993, 1.1564, 2.3329], [-0.6907, -4.7591, 4.1319], [0.9156, -2.9669, -2.4637], [-0.6070, 3.0395, 1.4809], [0.9108, 1.5691, -5.6181], [1.0465, 0.3820, -4.9060], [-2.6581, 0.2271, 2.2500], [-3.8271, 0.7492, 4.1045], [1.7991, -1.8874, 2.5270], [-0.0515, 0.0753, -4.1005], [-1.2106, 2.0757, -4.4922], [0.8110, -2.7580, 2.9611], [-2.3882, -1.3284, 4.1723], [0.2891, -4.0193, 4.8059], [-2.1128, 0.4809, -2.7041], [1.0686, 2.4984, -1.1551], [3.0192, -0.2130, 2.7853], [2.0652, 0.4917, 1.8706], [-0.2115, 2.3738, -5.4307], [-0.2238, -3.4134, 2.1750], [0.7697, -2.2815, -3.6410], [-4.1518, 1.6666, 3.1691], [0.4081, 1.0992, 3.7339], [2.2296, 0.7857, 0.4642], [1.1583, 1.6954, 0.0995], [-1.1379, 0.8945, -3.7584], [-0.3527, 3.5867, -6.2958], [0.3739, 1.9435, 1.2762], [3.3152, 0.2894, -0.4295], [-0.8557, -4.5329, 2.7517], [-0.1598, -1.0753, -1.9675], [3.3667, 0.3990, 3.6088], [-1.4726, -5.2473, 2.1721], [-3.4121, 1.8456, 1.1540], [-0.3866, -3.0447, 1.1456], [-0.1105, 3.9611, 1.8364], [-2.8499, -2.2393, 3.7686], [0.6378, 3.9359, -6.6102], [2.0671, -2.2599, 1.4760], [1.6931, 1.8275, -6.3126], [-1.8724, 0.8548, -1.6941], [-1.1421, 3.2914, 0.5572], [-2.2256, -0.6091, -2.6211], [0.4159, 0.0771, 4.1387], [-1.3580, 2.7876, 2.2405], [2.9492, -0.1626, -5.6685], [-0.6169, 1.4758, 3.8220], [-1.2931, -5.4706, 4.6904], [2.4338, -1.2103, 3.2732], [3.6357, -0.7173, -0.1306], [1.0354, 1.7191, 4.3932], [-3.1046, 0.8862, -2.9443], [1.5742, -3.7973, -2.2247], [4.2141, 0.9289, -0.4434], [2.9692, 0.2196, -1.4705], [-0.8657, 4.3937, -5.7618], [-2.0548, 2.7305, -4.3425], [2.8276, -0.3426, -3.9032], [1.5269, 1.9679, -1.9968], [-0.9308, 3.3689, -7.2065], [0.0136, 2.6719, -1.4067], [2.1244, -1.5074, -5.0146], [-4.1485, 0.6334, 5.1241], [3.8509, -0.6565, 2.2431], [-4.8546, 2.4737, 3.1926], [1.0719, -2.6194, -4.6185], [0.4377, -4.1082, 5.8740], [-2.5919, -1.2617, 5.2472], [1.5485, 3.4954, -1.1064], [-1.3048, -1.3941, 4.0083]],
  "lowdin_charge": [0.630, 0.724, -0.053, 0.071, -0.112, 0.050, -0.037, -0.050, -0.272, -0.162, -0.128, -0.046, -0.016, -0.189, -0.634, -0.053, -0.111, -0.160, -0.006, -0.433, -0.011, -0.226, -0.079, -0.046, -0.153, -0.307, -0.285, -0.098, -0.124, -0.071, -0.033, -0.331, -0.286, -0.189, -0.077, -0.260, -0.055, -0.126, -0.254, 0.050, 0.094, 0.143, 0.033, 0.094, 0.101, 0.071, 0.082, 0.107, 0.052, 0.071, 0.081, 0.077, 0.048, 0.076, 0.057, 0.061, -0.004, 0.075, 0.085, 0.073, 0.086, 0.080, 0.057, 0.072, 0.110, 0.095, 0.069, 0.079, 0.065, 0.038, 0.118, 0.065, 0.106, 0.091, 0.078, 0.097, 0.084, 0.076]
}

---

No. 2
{
  "formula": "C32H40AlO4",
  "method": "the ωB97M-V functional and the def2-TZVPD basis",
  "fmax_ev_per_a": 5.13,
  "homo_lumo_gap_ha": 0.275,
  "energy_ev": -48619.1967,
  "lumo_energy_ev": 2.073,
  "charge": -1,
  "species": ["Al", "O", "O", "O", "O", "C", "C", "C", "C", "C", "C", "C", "C", "C", "C", "C", "C", "C", "C", "C", "C", "C", "C", "C", "C", "C", "C", "C", "C", "C", "C", "C", "C", "C", "C", "C", "C", "H", "H", "H", "H", "H", "H", "H", "H", "H", "H", "H", "H", "H", "H", "H", "H", "H", "H", "H", "H", "H", "H", "H", "H", "H", "H", "H", "H", "H", "H", "H", "H", "H", "H", "H", "H", "H", "H", "H", "H"],
  "positions_angstrom": [[-3.2166, 2.0569, -0.8871], [0.8702, 5.4181, 0.1369], [-0.2728, 3.3810, -0.3279], [-0.7342, 4.7566, -2.2133], [-5.8880, 4.9829, -0.7307], [-6.5423, 3.4490, 1.1771], [-5.9361, 4.8709, 0.7074], [5.4895, -5.2618, 0.6323], [5.9098, -4.2576, -1.9281], [-10.9157, 0.9635, 3.9105], [8.5186, -1.4806, -5.5303], [2.9840, -0.5310, 0.9282], [3.7228, -1.9046, 2.7652], [-10.7216, 1.4459, 2.6196], [4.0123, -1.1499, 1.6325], [4.9551, -3.6747, -1.1006], [6.6594, -5.3383, -1.4735], [-10.1563, -0.1062, 4.3741], [-2.7100, 4.0497, -0.8314], [-5.3912, 2.3048, 1.3021], [6.4470, -5.8426, -0.1938], [10.0104, -3.6483, -4.6237], [1.3758, -1.4329, 2.4807], [8.3101, -1.9815, -4.2488], [10.2227, -3.1439, -5.9033], [1.6658, -0.6706, 1.3537], [-9.1973, -0.6881, 3.5509], [0.6788, 4.2002, 0.3248], [-1.1436, 4.1244, -1.2004], [9.0531, -3.0678, -3.7976], [-5.0649, 1.6184, -0.1257], [9.4733, -2.0634, -6.3578], [4.7465, -4.1753, 0.1809], [-9.7653, 0.8616, 1.7953], [-8.9996, -0.2020, 2.2619], [1.5647, 3.4793, 1.4693], [2.4050, -2.0476, 3.1887], [7.5677, -1.5258, -3.6024], [1.2201, 3.7570, 2.5213], [-5.0880, 0.4756, 0.0609], [-3.0212, 1.5674, -2.3948], [-8.6035, -1.5205, 3.9133], [-11.6595, 1.4206, 4.5544], [4.0047, -3.7198, 0.8265], [0.8640, -0.1857, 0.8056], [7.9367, -0.6360, -5.8837], [-7.3487, 3.1550, 0.4213], [3.2096, 0.0608, 0.0472], [-3.3221, 4.7097, -1.5514], [9.6339, -1.6744, -7.3579], [-4.9284, 5.0994, 1.2013], [7.0279, -6.6883, 0.1591], [4.3731, -2.8300, -1.4539], [-5.8483, 1.4796, 1.9736], [2.1792, -2.6381, 4.0705], [4.5252, -2.3827, 3.3182], [-5.5108, 4.1560, -1.1219], [10.9716, -3.5938, -6.5464], [-4.4588, 2.6792, 1.8412], [7.4084, -5.7884, -2.1168], [-2.0957, 1.2859, -0.0148], [-11.3160, 2.2777, 2.2564], [-5.9021, 1.8077, -0.9047], [-9.6157, 1.2361, 0.7881], [2.6290, 3.8996, 1.3613], [1.5860, 2.3472, 1.2629], [-6.6838, 5.6635, 1.0736], [0.3482, -1.5475, 2.8082], [-8.2495, -0.6527, 1.6212], [5.0391, -1.0430, 1.2992], [5.3229, -5.6560, 1.6296], [-2.7775, 4.4732, 0.2395], [-10.3114, -0.4864, 5.3787], [-7.0741, 3.5480, 2.1971], [6.0706, -3.8687, -2.9285], [10.5913, -4.4939, -4.2709], [8.8864, -3.4622, -2.8003]],
  "lowdin_charge": [0.240, 0.048, -0.014, 0.034, -0.127, -0.196, -0.262, -0.093, -0.101, -0.106, -0.094, -0.096, -0.124, -0.099, -0.121, -0.083, -0.107, -0.107, -0.189, -0.280, -0.103, -0.098, -0.086, -0.097, -0.102, -0.088, -0.099, -0.396, -0.431, -0.100, -0.337, -0.100, -0.089, -0.094, -0.091, 0.005, -0.101, 0.101, 0.089, 0.040, -0.113, 0.098, 0.095, 0.084, 0.105, 0.101, 0.101, 0.104, 0.071, 0.099, 0.109, 0.096, 0.103, 0.083, 0.097, 0.100, 0.064, 0.097, 0.091, 0.096, -0.095, 0.098, 0.043, 0.101, 0.088, 0.068, 0.111, 0.104, 0.104, 0.102, 0.099, 0.067, 0.095, 0.101, 0.093, 0.098, 0.093]
}

---

No. 3
{
  "formula": "C32H40AsN13OSTl",
  "method": "the ωB97M-V functional and the def2-TZVPD basis",
  "fmax_ev_per_a": 0.70,
  "homo_lumo_gap_ha": 0.265,
  "energy_ev": -131612.7027,
  "lumo_energy_ev": -3.394,
  "charge": 1,
  "species": ["Tl", "As", "S", "O", "N", "N", "N", "N", "N", "N", "N", "N", "N", "N", "N", "N", "N", "C", "C", "C", "C", "C", "C", "C", "C", "C", "C", "C", "C", "C", "C", "C", "C", "C", "C", "C", "C", "C", "C", "C", "C", "C", "C", "C", "C", "C", "C", "C", "C", "H", "H", "H", "H", "H", "H", "H", "H", "H", "H", "H", "H", "H", "H", "H", "H", "H", "H", "H", "H", "H", "H", "H", "H", "H", "H", "H", "H", "H", "H", "H", "H", "H", "H", "H", "H", "H", "H", "H", "H"],
  "positions_angstrom": [[-0.5206, -0.1609, -0.4083], [0.1724, -0.3410, -3.0724], [-3.0694, 0.4334, -0.5007], [-0.8217, 2.2439, -0.8275], [2.0126, 0.6381, 2.2321], [-1.9980, -2.8836, 1.4510], [-1.6580, 4.1719, -1.6744], [-0.8549, -0.3025, 3.8719], [3.7099, 0.4509, -0.7650], [0.4304, 0.0543, 3.8948], [-1.2968, -0.3026, 2.6708], [-0.1938, -2.5039, 0.0432], [-0.3004, 0.0636, 1.8276], [3.7322, 0.6364, 0.5701], [2.5115, 0.2418, -1.1703], [0.0116, 4.2270, -0.0680], [1.6803, 0.3009, -0.1120], [-4.0965, -1.0413, -0.4094], [-3.5707, -1.7310, -5.5869], [0.5240, 5.5281, -0.4613], [0.7326, 3.5848, 1.0123], [2.8372, -0.7893, -4.0224], [-3.6956, -0.8002, -4.5657], [-0.5366, -4.7189, 0.8645], [-0.8192, 3.4973, -0.8480], [0.0852, 2.9054, -5.7139], [-1.3372, -0.9966, -4.0935], [1.0403, 2.4533, -3.1418], [0.6942, 3.9323, -5.0101], [0.9393, -2.9346, -0.5453], [-2.3000, 5.4152, -1.2834], [1.5700, -2.8083, -3.6265], [-2.3292, -2.2773, -5.8726], [2.4707, 0.5204, 0.9385], [3.9223, -1.5560, -4.4192], [-0.8964, -3.3646, 0.7901], [0.5923, -5.1516, 0.2170], [-3.4792, 1.2763, 1.0339], [1.1741, 3.7013, -3.7301], [-2.2909, 3.4560, -2.7572], [0.7514, 0.2612, 2.6270], [3.8339, -2.9400, -4.4208], [1.3700, -4.2340, -0.4950], [0.4189, 1.4245, -3.8421], [-1.2130, -1.9128, -5.1316], [1.6579, -1.4205, -3.6395], [-0.0524, 1.6518, -5.1342], [2.6614, -3.5656, -4.0233], [-2.5820, -0.4337, -3.8281], [1.7369, 3.2903, 0.6943], [4.8406, -1.0680, -4.7132], [0.1715, 6.3244, 0.1982], [0.8212, 4.2861, 1.8435], [-2.6843, 0.3336, -3.0673], [-2.3989, -3.5460, 2.1012], [1.6737, 4.4922, -3.1878], [4.6835, -3.5332, -4.7264], [-2.0299, 6.2400, -1.9467], [2.2822, -4.5179, -0.9920], [1.6150, 5.4989, -0.4107], [-1.8756, -1.9594, 1.8849], [2.9207, 0.2889, -3.9931], [-3.2753, 0.6446, 1.8963], [-4.5260, 1.5642, 0.9740], [0.2335, 5.7538, -1.4837], [-3.2619, 3.0473, -2.4611], [-5.1370, -0.7252, -0.3774], [-2.2235, -2.9872, -6.6802], [0.8827, -6.1906, 0.2802], [-1.6415, 2.6474, -3.0910], [-4.6566, -0.3546, -4.3509], [-3.3833, 5.2819, -1.3249], [-4.4347, -2.0211, -6.1664], [2.7055, 0.6750, 2.9626], [-1.1347, -5.3926, 1.4603], [0.8040, 4.9066, -5.4647], [-0.2781, 3.0730, -6.7181], [1.5237, -2.1866, -1.0723], [-3.8486, -1.6542, 0.4509], [0.1902, 2.7073, 1.3483], [-2.8576, 2.1690, 1.0789], [0.6626, -3.3070, -3.3033], [-3.9237, -1.6063, -1.3250], [-0.2497, -2.3358, -5.3862], [-2.0272, 5.6788, -0.2659], [-0.5302, 0.8608, -5.7005], [1.4283, 2.2826, -2.1503], [2.5960, -4.6443, -4.0177], [-2.4378, 4.1423, -3.5901]],
  "lowdin_charge": [0.708, 1.354, 0.800, -0.156, 0.160, 0.136, -0.124, -0.037, -0.035, 0.065, -0.115, 0.029, -0.056, 0.067, -0.091, -0.118, -0.073, -0.320, -0.063, -0.044, -0.021, -0.097, -0.066, 0.000, -0.498, -0.063, -0.374, -0.118, -0.062, -0.157, -0.038, -0.151, -0.058, -0.462, -0.052, -0.355, -0.033, -0.316, -0.063, -0.035, -0.448, -0.060, -0.049, -0.363, -0.089, -0.388, -0.088, -0.072, -0.140, 0.098, 0.114, 0.098, 0.105, 0.045, 0.112, 0.107, 0.111, 0.097, 0.112, 0.100, 0.045, 0.101, 0.029, 0.057, 0.081, 0.090, 0.058, 0.113, 0.120, 0.062, 0.112, 0.097, 0.111, 0.155, 0.119, 0.112, 0.112, 0.072, 0.025, 0.069, 0.045, 0.108, 0.045, 0.100, 0.090, 0.107, 0.085, 0.111, 0.103]
}